[1]
A single C5H9P molecule. Source: the Open Molecules 2025 dataset; level of theory: the ωB97M-V functional and the def2-TZVPD basis.

Values from the calculation:
* orbital gap: 9.16 eV
* energy relative to the best compared isomer or geometry (same formula, charge and spin): 24.5 kcal/mol
* total charge: 0
* E: -14617.2565 eV
* SMILES: C=PC(=C)CC
* LUMO level: 0.1 eV
* max |F|: 3.27 eV Å⁻¹
* HOMO: -9.1 eV

Last column: Mulliken charge in e.
Geometry (Å):
C 2.53 -0.02 1.43  -0.501
P 1.40 0.78 0.49  0.048
C 0.01 -0.38 0.20  0.474
C -0.47 -1.42 0.89  -0.652
C -0.52 0.05 -1.12  -0.820
C -1.49 1.24 -1.08  -0.908
H 3.57 0.40 1.60  0.237
H 2.14 -0.91 1.90  0.145
H 0.05 -1.69 1.79  0.257
H -1.38 -2.03 0.46  0.203
H 0.31 0.26 -1.83  0.354
H -1.11 -0.87 -1.52  0.300
H -0.88 2.10 -0.66  0.285
H -2.38 1.00 -0.47  0.270
H -1.79 1.50 -2.08  0.308

=====

[2]
A single C33H42N2O6S2 molecule. Source: the Open Molecules 2025 dataset; level of theory: the ωB97M-V functional and the def2-TZVPD basis.

Values from the calculation:
* orbital gap: 8.29 eV
* total charge: 0
* E: -71831.2008 eV
* SMILES: CCOCCOCc1ccc2c(c1)Sc1c(Cc3ccccc3C)cc(OCCNC[C@@H](C)O)c(CCOC=O)c1N2S
* LUMO level: 0.3 eV
* max |F|: 2.98 eV Å⁻¹
* HOMO: -8.0 eV

Last column: Mulliken charge in e.
Geometry (Å):
C -4.17 0.15 6.24  -1.189
C -3.78 0.72 4.83  -0.083
O -4.67 0.31 3.79  -0.405
C -4.39 0.97 2.55  -0.425
C -3.72 -0.06 1.54  0.144
O -4.63 -0.52 0.54  -0.414
C -4.52 -1.95 0.32  -0.870
C -3.07 -2.29 -0.14  0.398
C -2.20 -2.96 0.85  -0.375
C -0.80 -3.31 0.60  -0.833
C -0.25 -2.98 -0.71  -0.687
C -1.13 -2.34 -1.72  1.237
C -2.53 -1.99 -1.46  -0.594
S -0.32 -1.98 -3.32  -0.249
C 1.31 -1.37 -2.72  1.156
C 1.98 -0.21 -3.32  0.727
C 1.41 0.60 -4.54  -1.054
C -0.05 1.10 -4.33  0.286
C -0.38 2.10 -3.30  -0.600
C -1.76 2.54 -3.06  -0.558
C -2.90 2.01 -3.83  -0.574
C -2.58 1.02 -4.86  -0.509
C -1.20 0.58 -5.10  1.235
C -1.03 -0.52 -6.22  -1.476
C 3.26 0.18 -2.69  -0.938
C 3.80 -0.55 -1.54  -0.518
O 5.00 -0.03 -1.03  -0.567
C 4.78 0.57 0.26  -0.170
C 4.28 2.06 0.21  -0.622
N 3.43 2.29 1.43  -0.219
C 2.26 3.14 1.13  -0.263
C 1.10 2.98 2.20  0.532
C 0.99 4.22 3.19  -1.235
O -0.20 2.87 1.54  -0.536
C 3.13 -1.74 -0.95  0.364
C 3.79 -2.49 0.24  -0.890
C 2.79 -2.90 1.39  -0.371
O 3.44 -3.27 2.63  -0.399
C 3.41 -2.22 3.53  0.086
O 3.56 -1.08 3.17  -0.409
C 1.85 -2.13 -1.57  -0.712
N 1.13 -3.28 -1.04  0.830
S 1.31 -4.69 -2.04  -0.197
H -4.05 -0.95 6.34  0.301
H -5.21 0.46 6.55  0.306
H -3.48 0.64 7.00  0.338
H -2.74 0.35 4.60  0.244
H -3.81 1.85 4.93  0.307
H -3.64 1.80 2.74  0.102
H -5.29 1.48 2.11  0.329
H -2.85 0.51 1.07  0.153
H -3.27 -0.86 2.18  0.119
H -4.69 -2.45 1.31  0.335
H -5.30 -2.21 -0.45  0.384
H -2.62 -3.22 1.85  0.309
H -0.14 -3.81 1.35  0.358
H -3.15 -1.48 -2.24  0.378
H 1.47 -0.05 -5.46  0.316
H 2.08 1.49 -4.75  0.323
H 0.47 2.50 -2.69  0.305
H -1.92 3.30 -2.27  0.376
H -3.95 2.32 -3.62  0.366
H -3.43 0.59 -5.45  0.335
H -0.09 -1.12 -6.06  0.266
H -0.99 -0.08 -7.24  0.362
H -1.86 -1.28 -6.15  0.335
H 3.82 1.07 -3.09  0.348
H 4.07 0.01 0.93  0.080
H 5.77 0.57 0.80  0.341
H 5.16 2.76 0.33  0.289
H 3.76 2.35 -0.74  0.288
H 3.97 2.82 2.13  0.226
H 2.50 4.25 1.12  0.203
H 1.81 2.82 0.15  -0.117
H 1.22 2.03 2.79  0.196
H 0.93 3.89 4.27  0.296
H 1.87 4.91 3.09  0.331
H 0.05 4.80 2.95  0.328
H -0.88 3.00 2.22  0.210
H 4.66 -1.96 0.70  0.366
H 4.20 -3.46 -0.18  0.431
H 2.26 -3.82 1.03  0.256
H 1.97 -2.13 1.52  0.456
H 3.29 -2.47 4.62  0.354
H 0.27 -4.76 -2.94  0.114

=====

[3]
A molecular structure, C28H42BN8O2S3SbSe4V. Source: the Open Molecules 2025 dataset; level of theory: the ωB97M-V functional and the def2-TZVPD basis.

Values from the calculation:
* orbital gap (alpha / beta): 4.96 / 4.96 eV
* energy relative to the best compared isomer or geometry (same formula, charge and spin): 6.6 kcal/mol
* spin multiplicity: 2
* total charge: -2
* E: -372533.1121 eV
* LUMO level (alpha / beta): 3.6 / 3.6 eV
* max |F|: 0.68 eV Å⁻¹
* HOMO (alpha / beta): -1.4 / -1.4 eV
* ⟨S²⟩: 1.045

Last column: Löwdin spin population.
Geometry (Å):
V -0.89 -0.95 -1.12  1.584
C -0.96 -3.35 3.82  0.000
C 0.35 -2.59 4.05  0.000
C 0.60 -2.43 5.55  0.000
C 1.55 -3.33 3.46  -0.001
N 0.22 -1.23 3.45  0.001
C 0.12 -0.05 4.17  0.000
C 0.01 0.95 3.29  0.000
N 0.02 0.42 2.02  0.002
B -0.27 1.37 0.80  0.000
N -1.79 1.73 0.82  0.003
C -2.20 3.04 0.86  -0.002
C -3.53 3.07 0.73  0.000
N -3.97 1.75 0.63  0.003
C -2.87 0.95 0.64  0.004
S -2.78 -0.74 0.44  0.006
C -5.34 1.40 0.18  0.000
C -5.34 1.37 -1.35  0.000
C -6.31 2.47 0.70  0.000
C -5.82 0.06 0.73  0.000
N 0.32 0.74 -0.48  -0.030
C 1.80 0.94 -0.52  -0.007
C 2.06 1.14 -1.96  -0.044
N 1.01 0.97 -2.68  0.001
C -0.16 0.77 -1.84  -0.129
S -1.74 1.35 -2.17  -0.143
C 1.11 0.77 -4.19  0.001
C 2.25 1.65 -4.70  0.000
C -0.18 1.15 -4.91  0.000
C 1.43 -0.70 -4.43  0.001
C 0.12 -0.93 2.12  0.000
S 0.11 -2.08 0.86  -0.010
H -0.88 -4.35 4.25  0.000
H -1.79 -2.83 4.30  0.000
H -1.16 -3.44 2.76  0.000
H 0.78 -3.42 5.97  0.000
H 1.48 -1.81 5.73  0.000
H -0.27 -2.01 6.07  0.000
H 1.75 -4.21 4.08  0.000
H 1.38 -3.66 2.44  0.000
H 2.43 -2.68 3.48  0.000
H 0.18 -0.02 5.24  0.000
H -0.08 2.01 3.45  0.000
H 0.27 2.43 1.05  -0.001
H -1.49 3.85 0.96  0.000
H -4.21 3.90 0.72  0.000
H -5.03 2.33 -1.76  0.000
H -4.65 0.60 -1.70  0.000
H -6.34 1.14 -1.72  0.000
H -6.16 3.44 0.23  0.000
H -7.33 2.16 0.48  0.000
H -6.21 2.58 1.79  0.000
H -5.29 -0.78 0.28  0.000
H -5.69 0.01 1.82  0.000
H -6.88 -0.04 0.50  0.000
H 2.05 1.84 0.05  -0.006
H 3.04 1.27 -2.38  -0.001
H 2.08 2.70 -4.46  0.000
H 3.22 1.33 -4.33  0.000
H 2.27 1.54 -5.79  0.000
H -0.50 2.17 -4.66  -0.001
H 0.02 1.08 -5.98  0.000
H -0.98 0.46 -4.68  0.000
H 2.48 -0.91 -4.19  0.000
H 0.79 -1.35 -3.83  0.001
H 1.23 -0.95 -5.47  0.000
Se -3.41 -4.76 -6.02  -0.019
Sb -1.22 -3.82 -5.70  0.000
Se -2.06 -1.85 -3.27  -0.094
Se -0.65 -3.20 -2.04  -0.106
Se -0.77 -2.09 -7.34  -0.003
O 3.13 -0.30 3.62  0.000
C 4.31 0.08 2.91  0.000
N 4.16 1.35 2.24  -0.001
C 4.69 1.47 0.91  -0.001
O 5.50 2.38 0.73  -0.002
C 4.22 0.54 -0.07  -0.002
C 4.98 0.35 -1.22  0.000
C 4.63 -0.58 -2.17  -0.003
C 3.57 -1.48 -1.80  0.000
N 2.78 -1.36 -0.79  0.003
C 2.87 -0.14 -0.01  -0.006
H 2.50 0.43 3.51  0.000
H 4.53 -0.70 2.18  0.000
H 5.13 0.12 3.63  0.000
H 4.58 2.10 2.77  0.000
H 5.89 0.93 -1.31  0.000
H 5.25 -0.79 -3.03  0.000
H 3.43 -2.39 -2.39  0.000
H 2.55 -0.36 1.01  0.000